110
Properties=species:S:1:pos:R:3:lowdin_charge:R:1 method="wB97M-V/def2-TZVPD" energy_ev=-180570.46332 orbital_gap_ev="4.2 / 7.0" spin_multiplicity=5 charge=0 relative_energy_kcal_mol=51.5 homo_ev="-4.983 / -7.831"
Cr 0.689 0.075 0.479 0.857
O -5.006 4.517 1.977 -0.005
N -3.940 4.662 2.597 -0.371
O -3.904 5.186 3.716 0.005
C -2.726 4.213 2.031 -0.120
C -1.579 4.314 2.821 0.035
C -0.364 3.761 2.430 -0.148
C 0.826 3.883 3.205 -0.024
C 1.960 3.233 2.795 -0.076
C 1.902 2.395 1.689 -0.176
N 0.785 2.254 0.926 0.015
C -0.276 3.020 1.217 -0.138
C -1.375 3.177 0.264 -0.140
N -1.107 2.855 -1.013 0.095
C -2.035 3.036 -1.927 -0.152
C -3.303 3.527 -1.625 -0.038
C -3.597 3.871 -0.329 0.014
C -2.613 3.737 0.677 -0.048
H -1.659 4.804 3.780 0.117
H 0.817 4.505 4.092 0.114
H 2.896 3.337 3.331 0.106
H 2.774 1.844 1.380 0.092
H -1.773 2.770 -2.947 0.103
H -4.041 3.649 -2.408 0.106
H -4.561 4.267 -0.065 0.099
C -4.231 -6.516 -0.400 -0.055
C -3.033 -5.609 -0.488 -0.276
C -1.887 -6.002 -1.175 -0.047
C -0.776 -5.174 -1.228 -0.085
C -0.810 -3.938 -0.601 -0.335
C -1.932 -3.530 0.101 -0.052
C -3.036 -4.369 0.147 -0.028
S 0.651 -2.916 -0.794 0.898
O 0.257 -1.771 0.207 -0.553
O 0.549 -2.464 -2.210 -0.474
N 1.827 0.071 -1.205 -0.217
C 2.898 -0.793 -1.048 -0.311
C 3.583 -1.523 -1.998 -0.043
C 4.696 -2.316 -1.657 -0.055
C 5.125 -2.451 -0.366 -0.037
C 4.381 -1.827 0.659 -0.144
C 4.642 -2.002 2.035 0.018
C 3.810 -1.453 2.973 -0.014
C 2.688 -0.730 2.546 -0.061
N 2.446 -0.523 1.269 0.010
C 3.272 -1.032 0.312 -0.152
H -4.198 -7.292 -1.165 0.072
H -5.159 -5.956 -0.520 0.077
H -4.272 -7.010 0.573 0.083
H -1.864 -6.966 -1.670 0.109
H 0.113 -5.486 -1.768 0.108
H -1.923 -2.588 0.637 0.070
H -3.915 -4.057 0.701 0.118
H 3.226 -1.549 -3.013 0.086
H 5.207 -2.845 -2.451 0.112
H 5.980 -3.063 -0.112 0.113
H 5.497 -2.597 2.334 0.124
H 3.977 -1.589 4.031 0.114
H 1.970 -0.324 3.245 0.112
C 2.803 -0.087 -7.016 -0.068
C 3.630 0.059 -5.912 -0.061
C 3.086 0.165 -4.643 -0.110
C 1.707 0.088 -4.457 -0.282
C 0.880 0.013 -5.573 -0.101
C 1.428 -0.089 -6.845 -0.065
As 1.009 0.565 -2.709 1.431
C 1.362 2.455 -2.843 -0.308
C 0.980 3.150 -3.983 -0.103
C 1.279 4.499 -4.096 -0.072
C 1.975 5.142 -3.081 -0.070
C 2.380 4.434 -1.959 -0.058
C 2.072 3.089 -1.835 -0.096
C -0.827 0.012 -2.448 -0.288
C -1.528 -0.716 -3.399 -0.095
C -2.824 -1.142 -3.142 -0.051
C -3.429 -0.868 -1.926 -0.043
C -2.714 -0.201 -0.943 -0.034
C -1.430 0.230 -1.214 -0.154
H 3.228 -0.171 -8.008 0.108
H 4.704 0.107 -6.036 0.111
H 3.746 0.333 -3.803 0.106
H -0.194 0.071 -5.485 0.087
H 0.771 -0.158 -7.702 0.110
H 0.448 2.655 -4.788 0.103
H 0.970 5.044 -4.978 0.106
H 2.206 6.196 -3.169 0.106
H 2.926 4.931 -1.167 0.109
H 2.371 2.537 -0.959 0.072
H -1.061 -1.042 -4.312 0.084
H -3.347 -1.719 -3.894 0.110
H -4.438 -1.206 -1.728 0.114
H -3.132 -0.030 0.041 0.125
H -0.964 0.760 -0.385 0.054
O -2.050 -1.276 2.128 0.061
C -1.174 -0.652 2.691 -0.512
O -0.331 0.158 2.090 -0.154
C -1.011 -0.717 4.186 -0.118
C -0.183 0.173 4.856 -0.027
C -0.032 0.123 6.246 0.023
C -0.740 -0.847 6.907 -0.213
O -0.765 -1.110 8.248 0.033
C -1.686 -2.188 8.429 -0.128
O -2.158 -2.582 7.144 0.033
C -1.577 -1.730 6.240 -0.196
C -1.742 -1.689 4.884 0.083
H 0.319 0.946 4.291 0.101
H 0.598 0.823 6.778 0.120
H -2.525 -1.848 9.038 0.136
H -1.171 -3.026 8.900 0.135
H -2.396 -2.366 4.349 0.135